No. 1
Below is an isolated molecule of C3H4N2O, with properties calculated with ωB97M-V/def2-TZVPD.

The total energy comes out at -8199.1731 eV. The value obtained for the HOMO energy is -8.7773 eV. The gap between HOMO and LUMO comes out at 7.851 eV.

Each line ends with the natural charge from an NBO analysis.
Cartesian coordinates (Å):
O -1.6498 -0.6431 0.3857  -0.685
C 0.3365 -0.8709 -0.8826  -0.142
C -0.7462 0.0590 -0.4110  0.099
N -0.0145 1.0471 0.4867  -0.290
N 1.2069 0.7237 0.5877  -0.028
C 1.4317 -0.3981 -0.1893  -0.277
H -1.4013 -1.5748 0.3129  0.497
H -1.2735 0.6247 -1.1926  0.203
H -0.3068 1.8731 1.0161  0.411
H 2.4172 -0.8406 -0.1136  0.212

=====

No. 2
Below is a structure of composition C13H23ClNPZr at a distorted geometry, with properties calculated with ωB97M-V/def2-TZVPD.

The total energy comes out at -38419.3393 eV. The value obtained for the HOMO energy is -15.6173 eV. The gap between HOMO and LUMO comes out at 6.310 eV. The net charge is +2.

Each line ends with the natural charge from an NBO analysis.
Cartesian coordinates (Å):
C 3.1404 1.2268 -1.3652  -0.132
C 1.9541 1.6857 -1.9230  -0.154
C 0.7456 1.6173 -1.2144  0.011
C 0.7245 1.0960 0.1051  -0.513
C 1.9384 0.5724 0.6227  0.002
C 3.1421 0.6841 -0.0834  -0.205
C -0.4863 2.1919 -1.8801  -0.470
C -1.5823 1.2196 -2.3497  -0.227
N -1.7641 0.0410 -1.4662  -0.490
Zr -1.2419 0.6929 1.0295  1.793
C 1.9148 -0.2011 1.9287  -0.688
P 0.2918 -1.1091 2.0514  0.755
H 1.9487 2.1208 -2.9333  0.236
H 4.0652 0.3085 0.3791  0.246
H 4.0726 1.2876 -1.9338  0.255
H 2.0002 0.4476 2.8194  0.265
H 2.7043 -0.9690 1.9830  0.271
H -0.9583 2.9474 -1.2292  0.242
H -0.1597 2.7245 -2.7864  0.262
H -2.5445 1.7490 -2.3845  0.233
C 0.1743 -1.7285 3.7408  -0.938
C 0.7451 -2.6002 1.0988  -0.912
H -1.3887 0.8493 -3.3717  0.226
C -0.9802 -1.1181 -1.9042  -0.429
C -3.1759 -0.3152 -1.2567  -0.435
H -1.3088 0.9879 2.8990  0.084
H -1.3249 -1.4648 -2.8955  0.233
H 0.0799 -0.8526 -1.9645  0.234
H -1.0824 -1.9375 -1.1824  0.205
H -3.6077 -0.7891 -2.1567  0.251
H -3.2620 -1.0094 -0.4060  0.197
H -3.7467 0.5903 -1.0175  0.235
H 1.5250 -3.1508 1.6455  0.277
H -0.1415 -3.2360 0.9778  0.259
H 1.1235 -2.3392 0.1016  0.266
H 1.0459 -2.3543 3.9791  0.283
H 0.1039 -0.8846 4.4388  0.263
H -0.7438 -2.3274 3.8198  0.269
H -1.8774 0.4527 2.8122  0.049
Cl -2.0631 2.8935 1.2719  -0.306

=====

No. 3
Below is a structure of composition C31H55F2FeN13O3S, with properties calculated with ωB97M-V/def2-TZVPD.

The total energy comes out at -109207.5392 eV. The value obtained for the HOMO energy is -7.2174 eV. The gap between HOMO and LUMO comes out at 6.219 eV.

Each line ends with the Mulliken charge.
Cartesian coordinates (Å):
Fe -0.6925 1.4359 -0.5186  1.267
C -5.0855 0.2590 -0.0480  -1.171
N -4.1763 0.9441 -0.9487  1.479
C -4.3853 0.6582 -2.3542  -1.352
C -3.8756 2.2634 -0.5517  -1.623
N -2.6579 2.5676 -0.2856  0.581
C -2.3596 4.0006 -0.1918  -0.870
C -0.9951 4.2555 -0.7982  -1.761
N 0.0169 3.4112 -0.1557  0.833
C 0.1960 3.7359 1.2730  -1.159
C -0.4694 2.7534 2.2239  -1.499
N 0.0355 1.4020 2.0177  0.313
C 0.6862 0.8599 2.9905  -0.529
N 1.2927 1.5882 4.0034  0.384
C 1.2939 1.1264 5.3743  -1.150
C 2.2056 2.6721 3.7198  -1.086
N 0.8060 -0.5231 3.0617  1.204
C 2.0207 -1.1186 3.5778  -1.085
C -0.3893 -1.3185 3.2855  -1.050
C 1.3068 3.4543 -0.8521  -1.995
C 2.0999 2.2130 -0.4714  -0.657
N 1.4145 1.0732 -1.0684  0.704
C 2.1796 0.2063 -1.6787  -0.188
N 3.4930 0.0200 -1.2837  0.609
C 4.5948 -0.1090 -2.2138  -1.269
C 3.8318 -0.0485 0.1188  -0.928
N 1.7830 -0.4951 -2.7704  0.416
C 0.6725 -0.0703 -3.6002  -1.002
C 2.3768 -1.7611 -3.1606  -1.445
N -4.9089 3.1922 -0.4419  0.447
C -6.0908 3.1014 -1.2752  -0.992
C -5.1535 3.8271 0.8419  -1.111
H -4.8141 0.4802 0.9838  0.323
H -4.9781 -0.8163 -0.1931  0.328
H -6.1428 0.5194 -0.2015  0.300
H -5.4103 0.8378 -2.6984  0.356
H -4.1723 -0.3996 -2.5301  0.351
H -3.6871 1.2443 -2.9524  0.406
H -2.4020 4.3582 0.8415  0.231
H -3.0961 4.5790 -0.7544  0.669
H -0.7194 5.3170 -0.7188  0.436
H -1.0455 3.9625 -1.8452  0.526
H -0.1503 4.7554 1.4823  0.420
H 1.2679 3.7352 1.4688  0.556
H -1.5388 2.7050 2.0202  0.441
H -0.3399 3.1166 3.2488  0.429
H 0.5251 0.3713 5.5194  0.292
H 1.0654 1.9670 6.0343  0.364
H 2.2613 0.7144 5.6809  0.347
H 2.2512 2.8483 2.6478  0.351
H 3.2146 2.4167 4.0641  0.373
H 1.9051 3.6001 4.2162  0.289
H 2.8605 -0.4364 3.4533  0.362
H 2.2371 -2.0320 3.0183  0.085
H 1.9439 -1.3979 4.6341  0.408
H -1.2633 -0.7498 2.9958  0.319
H -0.4624 -1.6043 4.3432  0.430
H -0.3683 -2.2350 2.6928  0.209
H 1.8603 4.3803 -0.6398  0.395
H 1.0990 3.4124 -1.9221  0.354
H 2.1354 2.1108 0.6190  0.255
H 3.1315 2.3205 -0.8238  0.652
H 4.2462 0.0659 -3.2273  0.377
H 5.0633 -1.0970 -2.1694  0.366
H 5.3593 0.6386 -1.9813  0.356
H 2.9224 -0.0348 0.7166  0.032
H 4.4643 0.7895 0.4330  0.242
H 4.3749 -0.9764 0.3284  0.360
H 0.2685 0.8780 -3.2605  0.091
H -0.1399 -0.8016 -3.5602  0.281
H 1.0108 -0.0034 -4.6384  0.433
H 3.0419 -2.1352 -2.3886  0.381
H 2.9371 -1.6655 -4.0945  0.324
H 1.5914 -2.4981 -3.3249  0.510
H -5.8226 2.8930 -2.3060  0.285
H -6.5872 4.0726 -1.2574  0.340
H -6.8103 2.3510 -0.9294  0.275
H -4.2968 3.7086 1.4992  0.313
H -6.0184 3.3694 1.3354  0.394
H -5.3546 4.8945 0.7201  0.308
O 2.5817 -7.9028 -3.8979  -0.674
S 1.5711 -8.2891 -2.9292  1.182
O 0.2188 -7.8910 -3.2598  -0.665
O 1.7121 -9.6101 -2.3642  -0.671
C 2.0133 -7.1726 -1.5596  -0.036
N 3.0231 -7.5074 -0.7510  -0.473
C 3.3673 -6.6303 0.1750  -0.417
C 2.7315 -5.4039 0.3327  -0.573
C 1.6939 -5.1576 -0.5520  0.519
N 1.3407 -6.0312 -1.4859  -0.295
C 0.8926 -3.9037 -0.5640  0.924
C -0.1596 -3.7893 -1.4770  -0.953
C -0.9097 -2.6414 -1.4978  -0.529
N -0.6438 -1.6154 -0.6672  0.583
C 0.3752 -1.6928 0.2014  0.807
C 1.1514 -2.8235 0.2786  -0.168
H 4.1911 -6.9105 0.8237  0.423
H 3.0387 -4.7105 1.1014  0.466
H -0.3682 -4.6147 -2.1448  0.755
H -1.7498 -2.5012 -2.1623  0.551
H 0.5181 -0.8188 0.8189  -1.037
H 1.9718 -2.8408 0.9810  -0.183
F -1.1255 1.8855 -2.3225  -0.846
C -1.4836 -0.3900 -0.6393  0.229
F -2.2055 -0.6099 0.5799  -0.478
H -2.2313 -0.5345 -1.4168  0.319